*w*
CH3FP2 | the ωB97M-V functional and the def2-TZVPD basis

Calculated values
- HOMO level: -9.252 eV
- Structure (SMILES): [H]/P=C(/F)P
- Kohn-Sham gap: 9.211 eV

Element x y z (Å)
1 H -1.6510 0.4880 -1.0212
2 P -1.8159 -0.4601 -0.0242
3 C -0.2246 -0.4425 0.4810
4 F -0.0885 -1.4931 1.3534
5 P 1.2837 0.6115 0.3343
6 H 1.9043 -0.2288 -0.6751
7 H 0.5920 1.5250 -0.4482

natural (NBO) population analysis, charges in e, atoms 1 to 5: atom 1 (H): -0.059, atom 2 (P): 0.394, atom 3 (C): -0.271, atom 4 (F): -0.377, atom 5 (P): 0.317

*x*
CH3FP2 | the ωB97M-V functional and the def2-TZVPD basis

Calculated values
- HOMO level: -9.836 eV
- Structure (SMILES): FC#P.P
- Kohn-Sham gap: 10.304 eV

Element x y z (Å)
1 F 3.0964 -0.5364 -0.4075
2 C 2.5539 -0.2290 -1.5405
3 P 1.8754 0.4280 -2.7809
4 P -1.5228 -0.1544 1.4989
5 H -1.6694 1.2419 1.4499
6 H -2.8851 -0.3162 1.6533
7 H -1.4484 -0.4340 0.1268

natural (NBO) population analysis, charges in e, atoms 1 to 5: atom 1 (F): -0.284, atom 2 (C): -0.079, atom 3 (P): 0.363, atom 4 (P): 0.020, atom 5 (H): -0.005

Which structure loses on stability? *x* does.

*w*
CH5BS | the ωB97M-V functional and the def2-TZVPD basis

Calculated values
- HOMO level: -8.378 eV
- Kohn-Sham gap: 7.668 eV

Element x y z (Å)
1 B 1.1253 -0.6292 0.0408
2 C -1.2247 0.8900 -0.0381
3 S -0.7735 -0.7719 -0.0243
4 H 1.9748 -0.3940 -0.7937
5 H 1.2880 -0.5026 1.1863
6 H -0.2250 1.3204 -0.1282
7 H -1.3506 1.0520 1.1558
8 H -0.8143 -0.9647 -1.3985

natural (NBO) population analysis, charges in e, atoms 1 to 5: atom 1 (B): 0.172, atom 2 (C): -0.882, atom 3 (S): 0.374, atom 4 (H): -0.035, atom 5 (H): -0.071

*x*
CH5BS | the ωB97M-V functional and the def2-TZVPD basis

Calculated values
- HOMO level: -10.028 eV
- Kohn-Sham gap: 10.748 eV

Element x y z (Å)
1 B -0.4563 0.2650 -0.7551
2 C 0.6384 -0.4536 0.1110
3 S -0.8844 -0.6935 1.0413
4 H -0.7161 1.2740 -0.4008
5 H -1.1923 -0.2629 -1.4848
6 H 1.5830 -0.1414 0.5798
7 H 1.0099 -1.4553 -0.2917
8 H -0.8794 0.4883 1.4388

natural (NBO) population analysis, charges in e, atoms 1 to 5: atom 1 (B): 0.046, atom 2 (C): -0.787, atom 3 (S): 0.225, atom 4 (H): -0.063, atom 5 (H): -0.027

Which structure loses on stability? *w* does.

*w*
C4H14N2OS | the ωB97M-V functional and the def2-TZVPD basis

Calculated values
- HOMO level: -8.325 eV
- Kohn-Sham gap: 6.127 eV

Element x y z (Å)
1 C 1.8919 -0.1008 -0.4369
2 N 1.3120 0.5213 0.6636
3 C 0.1560 0.0693 1.0775
4 C -0.9360 1.1762 0.3241
5 S -2.5826 0.7057 0.3540
6 C -0.2427 -1.4100 0.7650
7 N -1.4330 -1.7910 1.5036
8 H 1.9842 -1.1839 -0.3861
9 H 1.2826 0.0401 -1.3354
10 H 2.8237 0.3437 -0.7953
11 H 2.7375 3.1346 -0.5852
12 H -0.0133 0.2247 2.1488
13 H -0.7531 1.9917 0.9868
14 H -0.6224 1.5146 -0.6472
15 H 2.5518 2.8364 0.0706
16 H 0.5667 -1.9415 1.1401
17 H -0.3630 -1.5291 -0.2967
18 H -1.9597 -2.4201 0.9282
19 H -2.0310 -0.9753 1.5982
20 H -1.4102 -0.6247 -3.1234
21 H -1.8655 -0.1350 -1.7239
22 O -1.0938 -0.4467 -2.2303

natural (NBO) population analysis, charges in e, atoms 1 to 5: atom 1 (C): -0.503, atom 2 (N): -0.207, atom 3 (C): -0.030, atom 4 (C): -0.520, atom 5 (S): -0.138

*x*
C4H14N2OS | the ωB97M-V functional and the def2-TZVPD basis

Calculated values
- HOMO level: -8.724 eV
- Structure (SMILES): C[C@H](CS)NCN.O
- Kohn-Sham gap: 9.440 eV

Element x y z (Å)
1 C 1.2471 1.9954 1.1409
2 C 0.4366 1.0904 0.2121
3 C -0.7762 1.8311 -0.3403
4 S -0.2881 3.3155 -1.2909
5 N -0.0304 -0.1362 0.8329
6 C 0.8639 -1.2473 1.0537
7 N 0.3680 -2.5468 0.6241
8 H 2.0559 1.4309 1.6089
9 H 1.6532 2.8531 0.6193
10 H 0.6112 2.3539 1.9478
11 H 1.0884 0.8265 -0.6331
12 H -1.4168 1.1642 -0.9014
13 H -1.3419 2.2077 0.5109
14 H -1.4760 3.5216 -1.8545
15 H -0.6983 0.0349 1.5667
16 H 1.8309 -1.1065 0.5749
17 H 1.0583 -1.3509 2.1340
18 H -0.5801 -2.7161 0.9249
19 H 0.3539 -2.6331 -0.3870
20 O -1.9447 -3.3742 -2.7465
21 H -0.9933 -3.1998 -2.6666
22 H -2.0217 -4.3142 -2.9310

natural (NBO) population analysis, charges in e, atoms 1 to 5: atom 1 (C): -0.629, atom 2 (C): -0.051, atom 3 (C): -0.500, atom 4 (S): -0.062, atom 5 (N): -0.664

*y*
C4H14N2OS | the ωB97M-V functional and the def2-TZVPD basis

Calculated values
- HOMO level: -9.115 eV
- Structure (SMILES): NCNCCCS.O
- Kohn-Sham gap: 9.860 eV

Element x y z (Å)
1 N -0.4945 2.3586 2.0138
2 C 0.3389 1.1660 1.9176
3 N 0.0957 0.2234 0.7942
4 C -1.2798 -0.0528 0.5273
5 C -1.4773 -0.7632 -0.8628
6 C -0.9589 0.0732 -2.0062
7 S 0.5597 -0.5857 -2.8065
8 H -0.8036 2.6304 1.0855
9 H -1.3380 2.1594 2.5369
10 H 1.3741 1.4865 1.8394
11 H 0.2252 0.5896 2.8227
12 H 0.5351 0.6386 -0.0211
13 H -1.7097 -0.6900 1.2967
14 H -1.9561 0.8138 0.4851
15 H -0.9530 -1.7046 -0.7172
16 H -2.5446 -0.9909 -0.8812
17 H -1.6882 0.1861 -2.8132
18 H -0.6859 1.0837 -1.7330
19 H 0.4373 -1.8274 -2.3670
20 O 2.1642 -1.6423 2.4614
21 H 2.4326 -0.8667 2.9937
22 H 1.2766 -1.3529 2.1936

natural (NBO) population analysis, charges in e, atoms 1 to 5: atom 1 (N): -0.834, atom 2 (C): -0.060, atom 3 (N): -0.651, atom 4 (C): -0.208, atom 5 (C): -0.418

Which structure loses on stability? *w* does.

*w*
CH12O6 | the ωB97M-V functional and the def2-TZVPD basis

Calculated values
- HOMO level: -9.752 eV
- Structure (SMILES): C=O.O.O.O.O.O
- Kohn-Sham gap: 10.355 eV

Element x y z (Å)
1 C 2.1435 -1.1300 0.8581
2 O 2.7216 -0.1253 0.5602
3 H 2.5743 -1.8126 1.6033
4 H 1.1574 -1.3034 0.4246
5 O -0.2006 -1.2029 -1.8897
6 H -1.0708 -1.0904 -1.4965
7 H -0.1859 -2.1017 -2.2675
8 O -0.5570 2.3109 0.1596
9 H 0.0230 2.8799 0.6750
10 H 0.0508 1.8469 -0.4837
11 O -1.0899 0.2761 2.0638
12 H -0.9544 1.0948 1.5493
13 H -1.3314 0.4332 2.9786
14 O 1.2537 1.1022 -1.7199
15 H 0.8969 0.2179 -1.8094
16 H 2.1437 1.0886 -2.0781
17 O -2.3866 -1.1549 0.1097
18 H -1.9101 -0.5586 0.7344
19 H -3.2783 -0.7708 0.0282

natural (NBO) population analysis, charges in e, atoms 1 to 5: atom 1 (C): 0.270, atom 2 (O): -0.507, atom 3 (H): 0.104, atom 4 (H): 0.129, atom 5 (O): -0.987

*x*
CH12O6 | the ωB97M-V functional and the def2-TZVPD basis

Calculated values
- HOMO level: -10.337 eV
- Structure (SMILES): C=O.O.O.O.O.O
- Kohn-Sham gap: 10.911 eV

Element x y z (Å)
1 C -1.7507 -2.2673 -1.7983
2 O -1.5050 -2.1105 -0.6291
3 H -2.7189 -1.9652 -2.3848
4 H -1.0688 -2.8478 -2.4551
5 O -0.2906 2.7479 -1.2689
6 H 0.3613 2.0093 -1.4211
7 H -0.4200 3.1247 -2.2092
8 O 1.2182 0.4114 2.7017
9 H 1.2568 0.4937 3.7012
10 H 0.2247 0.5575 2.4144
11 O 2.2581 -1.5553 0.9755
12 H 1.5765 -2.2946 0.7894
13 H 1.8138 -0.9708 1.5990
14 O -1.6510 1.3895 1.4006
15 H -1.6612 1.7533 0.4658
16 H -2.5099 1.8155 1.7512
17 O 1.4168 0.2126 -1.2193
18 H 1.3872 -0.5214 -0.5243
19 H 2.0626 0.0174 -1.8888

natural (NBO) population analysis, charges in e, atoms 1 to 5: atom 1 (C): 0.289, atom 2 (O): -0.495, atom 3 (H): 0.105, atom 4 (H): 0.101, atom 5 (O): -0.978

Which structure loses on stability? *x* does.

*w*
C5H29NO12 | the ωB97M-V functional and the def2-TZVPD basis

Calculated values
- HOMO level: -9.735 eV
- Structure (SMILES): C[C@H](CC=O)NC=O.O.O.O.O.O.O.O.O.O.O
- Kohn-Sham gap: 9.813 eV

Element x y z (Å)
1 C -0.7763 -2.8921 -0.0411
2 C -1.2614 -1.4142 -0.0083
3 C -2.7871 -1.4273 0.3452
4 C -3.0725 -1.5408 1.8253
5 O -4.1934 -1.6590 2.2455
6 N -1.1432 -0.6841 -1.2712
7 C -1.6310 -0.9765 -2.5082
8 O -1.4438 -0.1901 -3.4188
9 H -0.4541 -3.3334 -0.9800
10 H 0.1032 -2.8914 0.6169
11 H -1.5731 -3.4615 0.4264
12 H -0.8174 -0.8397 0.7953
13 H -3.3776 -0.6320 -0.1223
14 H -3.2496 -2.2270 -0.2471
15 H -2.2040 -1.3873 2.4895
16 H -0.6465 0.1875 -1.1412
17 H -2.1299 -1.9464 -2.6106
18 O -1.3495 4.1805 0.6085
19 H -1.9850 3.6308 0.1351
20 H -1.6652 5.0776 0.7349
21 O 3.4101 -2.0461 -0.5723
22 H 4.0895 -2.0412 -1.2514
23 H 2.7158 -2.6709 -0.7985
24 O 1.5956 -1.9885 1.8975
25 H 2.2896 -2.3563 1.3401
26 H 1.1347 -1.3475 1.3363
27 O 1.6554 -1.0469 -2.4850
28 H 0.8273 -0.7354 -2.0865
29 H 1.6420 -0.5275 -3.3000
30 O 1.4860 0.1533 0.0535
31 H 2.2702 0.5172 0.4946
32 H 1.9397 -0.5975 -0.3750
33 O 2.8342 2.2136 -2.2693
34 H 2.7844 3.1192 -2.5855
35 H 1.9739 2.0479 -1.8736
36 O 1.4501 3.0695 -0.0589
37 H 2.1103 3.4992 0.5064
38 H 0.7874 3.7616 0.1384
39 O -3.8046 2.8930 0.9773
40 H -4.2479 2.1808 0.5032
41 H -3.0486 2.4612 1.3983
42 O 3.9535 -0.6076 2.5339
43 H 3.7374 -0.9428 1.6654
44 H 3.3699 -0.9880 3.1914
45 O -0.5930 1.8196 1.4264
46 H 0.0545 1.8242 0.7066
47 H -0.7601 2.7618 1.6126

natural (NBO) population analysis, charges in e, atoms 1 to 5: atom 1 (C): -0.661, atom 2 (C): -0.051, atom 3 (C): -0.538, atom 4 (C): 0.435, atom 5 (O): -0.506

*x*
C5H29NO12 | the ωB97M-V functional and the def2-TZVPD basis

Calculated values
- HOMO level: -9.797 eV
- Structure (SMILES): N[C@@H](C=O)CCC=O.O.O.O.O.O.O.O.O.O.O
- Kohn-Sham gap: 9.738 eV

Element x y z (Å)
1 N -2.7648 0.0790 0.2685
2 C -1.3313 0.1756 0.0148
3 C -0.5798 0.3177 1.3619
4 O 0.6020 0.0762 1.3966
5 C -0.6716 -1.0085 -0.6892
6 C -1.3110 -1.3941 -2.0077
7 C -1.2099 -0.2343 -3.0111
8 O -1.9924 0.6761 -3.0246
9 H -3.0636 -0.8506 0.5411
10 H -3.2334 0.3177 -0.5927
11 H -1.1861 1.0645 -0.6072
12 H -1.1906 0.6421 2.1984
13 H 0.3968 -0.8844 -0.7402
14 H -0.7819 -1.8901 -0.0431
15 H -0.8039 -2.2386 -2.4792
16 H -2.3666 -1.6788 -1.9455
17 H -0.2720 -0.4119 -3.5815
18 O 2.4242 -1.3463 -2.9529
19 H 2.7147 -2.2179 -3.2377
20 H 3.1621 -1.0122 -2.4363
21 O -2.0884 -1.5846 3.0189
22 H -2.6928 -1.1868 3.6521
23 H -1.4377 -2.0750 3.5332
24 O 1.0880 -3.6020 1.4631
25 H 1.6273 -3.7279 2.2582
26 H 0.2479 -3.8653 1.8623
27 O 3.1646 -1.8261 -0.3284
28 H 2.6648 -2.3546 0.2682
29 H 2.8517 -0.9307 -0.0970
30 O 0.5218 2.9809 -1.3313
31 H -0.2301 2.9314 -1.9175
32 H 0.2960 2.9128 -0.3963
33 O 2.7115 1.2729 -2.4700
34 H 2.8253 1.7106 -1.6134
35 H 1.9853 1.7993 -2.8213
36 O 2.9195 0.8831 0.3036
37 H 1.9820 0.6889 0.3181
38 H 3.4100 0.9758 1.1136
39 O -0.7658 3.9560 0.7293
40 H -1.2975 3.1526 0.7637
41 H -0.8493 4.2296 1.6490
42 O 0.8502 -1.9075 3.5919
43 H 0.6254 -1.4546 2.7741
44 H 0.8564 -1.3330 4.3575
45 O -3.0105 2.4042 1.9869
46 H -3.2051 1.4854 1.7000
47 H -3.5973 2.8469 1.3618

natural (NBO) population analysis, charges in e, atoms 1 to 5: atom 1 (N): -0.867, atom 2 (C): -0.186, atom 3 (C): 0.490, atom 4 (O): -0.603, atom 5 (C): -0.419

Which structure loses on stability? *x* does.

*w*
C2H9N4 | the ωB97M-V functional and the def2-TZVPD basis

Calculated values
- HOMO level: -14.744 eV
- Total charge: +1
- Kohn-Sham gap: 12.092 eV

Element x y z (Å)
1 C -2.7930 0.6145 0.3517
2 C -0.0825 -1.2449 -0.4766
3 N -3.8918 0.6306 0.0041
4 N 1.0759 -1.5358 -1.0861
5 N -0.1298 -0.3840 0.4825
6 N 1.9649 1.2330 0.6328
7 H -1.0088 -1.7343 -0.7721
8 H -4.9195 0.7611 -0.1828
9 H 1.9348 -1.1111 -0.6599
10 H 1.2298 -2.3832 -1.5924
11 H -1.0287 0.1297 0.7834
12 H 0.7425 0.1058 0.7548
13 H 2.0145 1.9808 1.3501
14 H 1.8654 1.8820 -0.1448
15 H 3.0263 1.0557 0.5554

natural (NBO) population analysis, charges in e, atoms 1 to 5: atom 1 (C): 0.248, atom 2 (C): 0.388, atom 3 (N): -0.651, atom 4 (N): -0.746, atom 5 (N): -0.738

*x*
C2H9N4 | the ωB97M-V functional and the def2-TZVPD basis

Calculated values
- HOMO level: -13.689 eV
- Total charge: +1
- Kohn-Sham gap: 10.459 eV

Element x y z (Å)
1 C -1.8406 1.2713 -0.7255
2 C 2.2875 -1.0762 0.1833
3 N -1.6699 0.2612 -0.1840
4 N -2.2861 2.4227 -1.0708
5 N -0.0038 -1.0426 0.8763
6 N 0.9893 -0.4950 -0.0360
7 H 0.1431 -2.1061 1.0149
8 H 3.0213 -0.2965 0.1749
9 H 2.2775 -1.3979 1.3089
10 H 2.4452 -1.8777 -0.4425
11 H -2.6621 2.5768 -2.0608
12 H -2.4487 3.2084 -0.3405
13 H -0.9765 -0.6129 0.4718
14 H 0.1347 -0.4750 1.7706
15 H 0.5891 -0.3606 -0.9406

natural (NBO) population analysis, charges in e, atoms 1 to 5: atom 1 (C): 0.616, atom 2 (C): -0.421, atom 3 (N): -0.496, atom 4 (N): -0.844, atom 5 (N): -0.587

Which structure loses on stability? *x* does.